Entry 1:
ORCA calculation (ωB97M-V/def2-TZVPD) on 7 unconnected molecules or ions with the total composition C4H23N2O7 in a non-equilibrium geometry.

Output
- <S²> = 0.751
- spin multiplicity = 2
- net charge = 0
- E_HOMO (spin up / spin down) (eV) = -2.14 / -9.77
- M (g/mol) = 211.2

The geometry in XYZ format:
```
36
Properties=species:S:1:pos:R:3:mulliken_charge:R:1
N -0.107 1.730 1.058 0.463
C 0.178 1.896 -0.401 -1.511
C 0.381 0.445 -0.888 -0.130
N 1.092 0.212 -2.004 0.348
C 1.094 1.209 -3.067 -1.058
C 1.246 -1.172 -2.396 -1.020
O -0.162 -0.382 -0.147 -0.892
H -0.887 1.063 1.078 -0.062
H -0.400 2.608 1.503 0.777
H 0.712 1.231 1.420 0.138
H 1.076 2.474 -0.586 0.448
H -0.713 2.365 -0.839 0.168
H 1.457 2.185 -2.746 0.272
H 1.671 0.821 -3.898 0.419
H 0.075 1.366 -3.423 0.376
H 0.710 -1.368 -3.327 0.398
H 2.264 -1.522 -2.587 0.319
H 0.826 -1.807 -1.625 0.215
H -1.828 0.121 3.777 0.302
H -1.424 -0.751 2.714 0.301
O -1.777 0.169 2.806 -0.676
H -0.360 -1.764 0.945 0.583
H -1.019 -3.006 1.738 0.227
O -0.553 -2.169 1.797 -0.553
H -3.345 1.413 1.686 0.040
H -3.583 2.194 0.413 0.213
O -2.872 1.812 0.947 0.004
H 3.278 0.026 2.295 0.289
H 2.208 -0.998 2.211 0.332
O 2.327 -0.058 2.440 -0.604
H 3.047 -3.301 1.543 0.258
H 1.517 -3.005 1.749 0.332
O 2.355 -2.657 1.413 -0.659
H -2.840 -0.338 -1.110 0.279
H -3.079 -0.863 -2.461 0.250
O -2.569 -0.179 -2.028 -0.588
```



Entry 2:
ORCA calculation (ωB97M-V/def2-TZVPD) on 7 unconnected molecules or ions with the total composition C4H23N2O7 in a non-equilibrium geometry.

Output
- <S²> = 0.768
- spin multiplicity = 2
- net charge = +2
- E_HOMO (spin up / spin down) (eV) = -17.87 / -17.86
- M (g/mol) = 211.2

The geometry in XYZ format:
```
36
Properties=species:S:1:pos:R:3:mulliken_charge:R:1
N 1.244 -0.961 0.040 -0.043
C 0.449 0.290 -0.081 0.827
C 1.253 1.488 0.385 -1.518
C 0.031 0.463 -1.523 0.059
N -1.166 1.119 -1.822 0.166
C -2.090 1.612 -0.874 -0.460
O 0.677 0.066 -2.467 -0.445
H 0.650 -1.766 -0.296 0.346
H 2.152 -0.960 -0.480 0.384
H 1.436 -1.139 1.041 0.486
H -0.416 0.152 0.546 -0.069
H 2.159 1.609 -0.200 0.371
H 0.708 2.423 0.276 0.309
H 1.526 1.425 1.433 0.430
H -1.405 1.220 -2.811 0.412
H -2.489 0.764 -0.284 0.197
H -2.903 2.110 -1.385 0.382
H -1.617 2.340 -0.189 0.318
H 4.322 -0.924 -1.847 0.327
H 2.889 -0.972 -2.452 0.339
O 3.419 -1.262 -1.699 -0.674
H -0.447 4.938 0.731 0.294
H -0.436 4.817 -0.829 0.294
O -0.453 4.310 -0.001 -0.600
H -1.337 -2.497 -0.261 0.417
H -0.598 -3.566 -1.143 0.320
O -0.494 -3.018 -0.361 -0.656
H 1.759 -2.554 2.749 0.283
H 0.741 -3.251 1.847 0.269
O 1.082 -2.381 2.090 -0.642
H -0.277 -1.256 2.417 0.366
H -1.222 -0.340 3.254 0.323
O -0.997 -0.597 2.339 -0.687
H -3.458 -1.498 0.468 0.326
H -2.140 -0.974 1.125 0.362
O -2.551 -1.232 0.263 -0.812
```



Entry 3:
ORCA calculation (ωB97M-V/def2-TZVPD) on 7 unconnected molecules or ions with the total composition C4H23N3O6 in a non-equilibrium geometry.

Output
- spin multiplicity = 1
- SMILES string = [H]/N=C\NCCCN.O.O.O.O.O.O
- net charge = 0
- E_HOMO (eV) = -9.77
- M (g/mol) = 209.2
- ΔE to the lowest compared entry with this formula, charge and spin (kcal/mol) = 45.0

The geometry in XYZ format:
```
36
Properties=species:S:1:pos:R:3:mulliken_charge:R:1
C -2.653 0.045 -0.008 -0.632
C -2.131 -1.287 0.706 0.058
C -1.697 -1.076 2.104 -0.912
N 0.917 -0.551 1.202 -0.476
C 0.322 0.181 2.078 -0.276
N -1.014 0.267 2.326 -0.111
N -1.612 0.416 -0.975 -0.571
H -3.572 -0.149 -0.566 0.354
H -2.664 0.827 0.678 0.408
H -1.335 -1.593 0.079 -0.191
H -2.814 -2.111 0.460 0.506
H -2.576 -1.460 2.671 0.400
H -0.861 -1.849 2.423 0.322
H 0.561 -1.442 0.843 0.196
H 0.860 0.984 2.563 0.451
H -1.287 0.741 3.146 0.222
H -1.873 0.973 -1.858 0.260
H -0.984 1.218 -0.532 0.178
H -0.186 -0.741 -1.198 0.357
H -0.235 -1.613 -2.500 0.295
O 0.279 -1.564 -1.645 -0.708
H 3.054 0.509 -1.812 0.376
H 1.864 -0.553 -1.900 0.339
O 2.175 0.330 -2.236 -0.768
H 1.395 -3.024 -1.049 0.302
H 2.653 -3.115 -0.142 0.313
O 1.774 -3.597 -0.272 -0.677
H 2.517 0.201 0.073 0.402
H 4.034 0.193 0.528 0.282
O 3.392 0.721 0.053 -0.669
H -0.444 4.069 -0.994 0.361
H 0.013 3.799 0.584 0.281
O -0.387 4.407 -0.039 -0.631
H 1.257 2.126 -0.982 0.354
H 0.785 1.528 -2.185 0.287
O 0.476 2.190 -1.626 -0.681
```



Entry 4:
ORCA calculation (ωB97M-V/def2-TZVPD) on 7 unconnected molecules or ions with the total composition C4H23N3O7 in a non-equilibrium geometry.

Output
- spin multiplicity = 1
- SMILES string = NCNCCNC=O.O.O.O.O.O.O
- net charge = 0
- E_HOMO (eV) = -8.34
- M (g/mol) = 225.2
- ΔE to the lowest compared entry with this formula, charge and spin (kcal/mol) = 99.1

The geometry in XYZ format:
```
37
Properties=species:S:1:pos:R:3:mulliken_charge:R:1
C 1.109 0.682 0.169 -0.801
N 1.303 -0.127 -1.052 -0.125
C 1.605 0.503 -2.308 -0.985
N 0.389 0.773 -3.142 -0.563
C 1.108 -0.465 1.214 -0.847
N -0.204 -0.850 1.757 0.328
C -0.143 -1.442 2.979 -0.103
O 0.872 -1.475 3.656 -0.564
H 0.132 1.180 0.209 0.286
H 1.930 1.372 0.278 0.773
H 0.695 -0.926 -1.158 0.130
H 2.396 -0.009 -2.809 0.334
H 1.858 1.542 -1.975 0.462
H 0.037 1.666 -2.842 0.266
H -0.195 -0.046 -3.207 0.312
H 1.739 -0.008 2.042 0.269
H 1.518 -1.396 0.873 0.570
H -1.177 -0.578 1.499 0.149
H -1.107 -1.711 3.464 0.343
H 0.696 2.026 2.147 0.342
H 2.219 1.707 2.143 0.354
O 1.577 2.416 2.167 -0.628
H 0.234 -2.742 -1.778 0.360
H 0.868 -2.924 -3.287 0.270
O 0.747 -2.361 -2.508 -0.615
H -1.303 -2.638 -0.263 0.326
H -0.134 -3.150 0.557 0.307
O -0.598 -3.299 -0.272 -0.746
H -0.859 4.031 -0.728 0.306
H -1.193 2.567 -0.777 0.264
O -1.010 3.273 -0.147 -0.604
H -2.494 0.043 -0.852 0.249
H -0.885 0.093 -0.993 0.112
O -1.643 -0.343 -0.580 -0.518
H -2.685 1.335 2.039 0.308
H -4.176 0.654 1.804 0.273
O -3.226 0.625 1.680 -0.592
```



Entry 5:
ORCA calculation (ωB97M-V/def2-TZVPD) on 9 unconnected molecules or ions with the total composition C4H23NO8 in a non-equilibrium geometry.

Output
- <S²> = 0.762
- spin multiplicity = 2
- net charge = +1
- E_HOMO (spin up / spin down) (eV) = -13.90 / -13.90
- M (g/mol) = 213.2
- ΔE to the lowest compared entry with this formula, charge and spin (kcal/mol) = 37.6

The geometry in XYZ format:
```
36
Properties=species:S:1:pos:R:3:mulliken_charge:R:1
C -3.072 0.890 -0.682 -1.378
C -1.857 0.420 -1.356 1.121
C -1.797 0.302 -2.748 -0.815
C -0.608 -0.369 0.424 -0.516
N -0.670 0.077 -0.775 -0.042
H -3.655 -0.021 -0.443 0.397
H -3.765 1.355 -1.381 0.393
H -3.007 1.433 0.255 0.394
H -0.969 -0.205 -3.225 0.308
H -2.611 0.576 -3.407 0.314
H 0.349 -0.528 0.926 0.365
H -1.465 -0.337 1.111 0.377
H 0.149 -3.039 -0.541 0.398
H -1.258 -3.725 -0.500 0.313
O -0.318 -3.886 -0.590 -0.677
H 2.222 3.539 1.297 0.415
H 0.883 3.804 0.430 0.298
O 1.451 4.115 1.132 -0.733
H -0.528 0.899 3.249 0.369
H -2.036 0.689 3.690 0.311
O -1.228 0.249 3.423 -0.617
H 1.080 -2.178 -2.424 0.368
H 1.152 -0.753 -1.765 0.291
O 1.371 -1.673 -1.617 -0.694
H 4.291 2.076 1.467 0.295
H 2.829 1.559 0.958 0.333
O 3.339 2.098 1.561 -0.663
H 2.862 -2.167 1.176 0.305
H 2.314 -1.516 -0.156 0.387
O 2.581 -1.349 0.762 -0.629
H -0.578 -2.884 -3.697 0.308
H -0.238 -3.858 -2.502 0.409
O 0.124 -3.376 -3.269 -0.712
H 0.771 3.225 2.602 0.401
H 1.355 2.066 3.412 0.316
O 0.538 2.492 3.202 -0.709
```



Entry 6:
ORCA calculation (ωB97M-V/def2-TZVPD) on a molecular structure, C4H24AlB4O2S in a non-equilibrium geometry.

Output
- spin multiplicity = 1
- net charge = -1
- E_HOMO (eV) = -2.34
- M (g/mol) = 206.5
- ΔE to the lowest compared entry with this formula, charge and spin (kcal/mol) = 168.5

The geometry in XYZ format:
```
36
Properties=species:S:1:pos:R:3:mulliken_charge:R:1
Al 1.034 0.529 0.417 -0.618
B 1.576 1.797 2.425 0.632
H 0.937 1.987 1.577 -0.316
H 2.575 1.665 2.039 0.042
H 1.580 2.467 3.271 -0.266
H 1.228 0.877 2.868 -0.191
B 2.198 -1.539 1.602 1.440
H 2.755 -1.674 2.515 -0.299
H 1.236 -2.012 1.724 -0.361
H 2.103 -0.465 1.570 -0.345
H 2.651 -2.085 0.788 -0.301
B 3.252 0.007 0.302 -0.884
H 3.163 0.850 -0.366 -0.079
H 2.987 0.329 1.298 -0.234
H 2.579 -0.731 -0.106 -0.015
H 4.248 -0.406 0.276 -0.228
B 0.791 -0.515 -1.532 0.919
H 0.246 0.389 -1.309 -0.275
H 0.744 -1.165 -0.672 0.051
H 0.625 -0.921 -2.518 -0.354
H 1.837 -0.254 -1.490 0.034
C -4.050 0.118 -0.977 -0.516
C -3.212 -1.140 -0.898 -0.571
C -1.907 -0.931 -1.442 -0.703
S -1.390 0.826 -1.112 0.860
O -1.100 1.577 -2.374 -0.663
O -0.392 0.781 -0.089 0.216
C -3.089 1.315 -0.408 -0.826
H -4.899 0.090 -0.294 0.351
H -4.383 0.496 -1.944 0.324
H -3.664 -1.888 -1.549 0.321
H -3.129 -1.554 0.106 0.269
H -1.788 -1.073 -2.517 0.422
H -1.103 -1.535 -1.021 0.367
H -3.361 2.293 -0.806 0.400
H -2.878 1.496 0.646 0.393
```



Which formula does entry 6 have?
C4H24AlB4O2S



M of number 6 (C4H24AlB4O2S)?
206.5 g/mol



Which value of M does entry 4 give?
225.2 g/mol